Entry 1:
ORCA calculation (ωB97M-V/def2-TZVPD) on a structure of composition C7H10ClEuNO4 at a distorted geometry.

## Properties
Strongest force on any atom ... 4.43 eV/A
Lowest unoccupied orbital energy (spin up / spin down) ... 5.6 / 5.5 eV
2S+1 ... 8
Charge ... -2

Last column: Mulliken charge in e.
Atoms and positions in Å:
C1 1.9190 0.3390 -1.6787  -0.35
C2 0.7484 0.5240 -2.4837  -0.53
C3 0.0502 -0.7244 -2.5530  -0.49
C4 0.7972 -1.6933 -1.8052  -0.60
C5 1.9604 -1.0337 -1.2651  -0.34
Eu1 -0.0721 -0.0140 0.2227  0.40
N1 1.4097 0.8449 1.4216  -0.64
C6 -0.8732 2.4624 0.9297  -0.50
C7 -1.2744 2.3886 -0.3666  -0.58
H1 -0.8761 -0.9093 -3.1135  0.31
H2 0.4505 1.4634 -2.9680  0.50
H3 0.5259 -2.7474 -1.6488  0.39
H4 2.7132 -1.4822 -0.5973  0.23
H5 2.6475 1.1193 -1.4136  0.18
H6 -0.6997 2.8562 -1.1759  0.19
H7 0.0156 3.0282 1.2399  0.24
H8 1.6073 0.6349 2.3996  -0.07
H9 -2.1892 1.8595 -0.6772  0.23
H10 -1.3943 1.9174 1.7432  0.25
O1 -1.1941 -3.5866 2.6377  -0.64
Cl1 -1.5075 -2.1962 2.8117  1.62
O2 -2.9230 -1.9749 2.9559  -0.64
O3 -0.7513 -1.5916 3.8766  -0.62
O4 -1.0899 -1.4843 1.5081  -0.54

***

Entry 2:
ORCA calculation (ωB97M-V/def2-TZVPD) on a cluster of 2 separate species, C4H10NO2 in total.

## Properties
Strongest force on any atom ... 0.64 eV/A
Lowest unoccupied orbital energy ... 4.0 eV
Charge ... -1

Last column: Mulliken charge in e.
Atoms and positions in Å:
O1 0.8436 -2.3097 -0.6340  -0.62
C1 -0.1398 -2.8179 -0.0615  -0.12
O2 -1.1317 -2.2397 0.4334  -0.62
H1 -0.1380 -3.9470 0.0194  0.39
C2 1.3717 0.4624 0.0279  -1.21
N1 -0.0573 0.5157 -0.1511  0.43
C3 -0.7843 0.5682 1.0928  -1.20
C4 -0.4803 1.5061 -1.0986  -1.01
H2 1.6079 -0.3455 0.7128  0.37
H3 1.8150 1.4003 0.4261  0.32
H4 1.8387 0.2193 -0.9279  0.35
H5 -1.8314 0.3395 0.9001  0.34
H6 -0.3981 -0.1823 1.7738  0.36
H7 -0.7069 1.5540 1.6066  0.33
H8 -1.5540 1.4029 -1.2674  0.29
H9 0.0184 1.3188 -2.0554  0.28
H10 -0.2735 2.5548 -0.7970  0.31

***

Entry 3:
ORCA calculation (ωB97M-V/def2-TZVPD) on a cluster of 5 separate species, C38H38Cl17FN2O8 in total at a distorted geometry.

## Properties
Strongest force on any atom ... 3.81 eV/A
Lowest unoccupied orbital energy ... -1.4 eV
Charge ... 0

Last column: Mulliken charge in e.
Atoms and positions in Å:
C1 5.9096 0.2984 0.3728  -0.81
C2 5.6399 -0.9307 -0.5455  2.79
C3 5.6285 -0.4659 -2.0284  -1.72
C4 6.9151 -1.8290 -0.3976  -1.63
C5 4.4564 -1.8153 -0.1025  -2.67
C6 3.0164 -1.2938 -0.3245  2.87
C7 2.0714 -2.3217 0.4254  -1.77
C8 2.5311 -1.3672 -1.8026  -1.71
C9 2.7108 0.0857 0.2857  1.57
C10 2.5406 0.1618 1.6674  -0.97
C11 2.2258 1.3395 2.3039  -0.62
C12 2.0566 2.5034 1.5728  0.13
O1 1.6993 3.6504 2.2280  -0.61
C13 0.3172 3.9067 2.0283  -0.82
C14 -0.5906 2.8386 2.6835  -0.72
O2 -1.3240 2.2531 1.6174  -0.24
C15 -2.1456 1.1821 2.0609  -0.89
C16 -3.2161 0.9807 0.9670  -1.28
C17 -3.1531 -0.3766 0.3241  0.81
C18 -4.2813 -1.1912 0.3542  0.72
C19 -5.5685 -0.7226 1.0233  -0.38
O3 -6.2955 0.0499 0.4355  -0.52
O4 -5.8528 -1.1345 2.2510  -0.31
C20 -4.8338 -2.0966 2.6918  0.70
O5 -3.8494 -1.5974 3.2584  -0.63
O6 -4.9951 -3.2885 2.4531  -0.63
C21 -4.2717 -2.4595 -0.2554  0.21
C22 -5.4426 -3.4211 -0.3055  -1.37
C23 -6.2061 -3.1472 -1.6306  0.45
O7 -6.9082 -2.1941 -1.7513  -0.36
Cl1 -6.0115 -4.2678 -3.0309  -0.21
C24 -3.1100 -2.8395 -0.8666  0.40
N1 -2.0453 -2.0388 -0.8915  0.69
C25 -0.8764 -2.5203 -1.6017  -0.68
C26 -0.6701 -2.1107 -2.8939  0.05
C27 0.4069 -2.5131 -3.6617  -0.77
C28 1.3029 -3.3501 -2.9969  -0.47
C29 1.0112 -3.6687 -1.6841  -0.89
N2 -0.0353 -3.3093 -0.9711  -0.60
C30 -2.0346 -0.8330 -0.3131  0.67
C31 -0.7663 -0.0089 -0.3928  2.09
C32 -0.6942 0.8084 -1.7025  0.50
O8 0.3324 1.3087 -2.0383  -0.42
F1 -1.8489 0.9195 -2.3897  -0.33
C33 2.2568 2.4402 0.2148  -1.80
C34 2.5673 1.2596 -0.4304  0.53
H1 6.9375 0.6171 0.1560  0.31
H2 5.2796 1.1177 0.0068  -0.10
H3 5.7301 0.1043 1.4330  0.04
H4 6.6622 -0.5109 -2.3974  0.48
H5 5.2422 0.5459 -2.1886  0.25
H6 5.0946 -1.2231 -2.6192  0.22
H7 7.0638 -2.0708 0.6642  0.19
H8 7.8068 -1.3525 -0.8138  0.45
H9 6.7270 -2.7899 -0.9018  0.44
H10 4.5527 -2.7858 -0.6180  0.39
H11 4.5965 -2.0299 0.9693  0.39
H12 1.1128 -1.8142 0.5916  0.26
H13 2.5168 -2.5737 1.3909  0.77
H14 1.9159 -3.2051 -0.2057  -0.03
H15 2.9461 -0.5141 -2.3516  0.45
H16 2.8187 -2.3048 -2.2863  0.23
H17 1.4429 -1.2025 -1.7940  0.07
H18 2.6488 -0.7016 2.3175  0.42
H19 2.0810 1.3508 3.3817  0.69
H20 0.0343 4.8966 2.3983  0.46
H21 0.1064 3.9097 0.9476  0.33
H22 -1.3119 3.3793 3.3184  0.47
H23 -0.0131 2.1000 3.2516  0.47
H24 -2.6604 1.4556 2.9929  0.59
H25 -1.5561 0.2702 2.2467  0.38
H26 -4.1970 1.2278 1.3765  0.53
H27 -3.0407 1.7226 0.1713  0.51
H28 -6.1670 -3.2590 0.4940  0.42
H29 -5.0819 -4.4509 -0.3674  0.68
H30 -3.0678 -3.8172 -1.3391  0.56
H31 -1.3994 -1.4297 -3.3380  0.54
H32 0.5596 -2.1829 -4.6822  0.50
H33 2.1889 -3.7290 -3.4953  0.61
H34 1.7411 -4.2987 -1.1694  0.65
H35 0.1466 -0.6131 -0.3608  -1.61
H36 -0.6683 0.7317 0.4110  -1.19
H37 2.1393 3.3496 -0.3707  0.84
H38 2.6829 1.2501 -1.5099  0.04
C35 -9.8066 1.3976 -0.8962  0.24
Cl2 -9.5687 2.5167 -2.2476  -0.08
Cl3 -11.5184 0.9364 -0.8068  -0.11
Cl4 -8.8225 -0.0416 -1.1399  0.02
Cl5 -9.3327 2.1909 0.6118  -0.08
C36 -11.6541 5.8812 -1.6817  0.32
Cl6 -13.2005 6.7246 -1.8536  -0.11
Cl7 -11.9413 4.1755 -1.3382  -0.01
Cl8 -10.7324 6.0310 -3.1866  -0.11
Cl9 -10.7338 6.6031 -0.3548  -0.10
C37 9.1123 -0.9665 3.3030  0.34
Cl10 10.0466 -2.4663 3.2481  -0.10
Cl11 9.6152 -0.0078 4.6998  -0.10
Cl12 9.3961 -0.0408 1.8218  -0.08
Cl13 7.3892 -1.3522 3.4462  -0.09
C38 5.9370 4.5431 0.8933  0.31
Cl14 4.4501 3.6046 0.6153  0.03
Cl15 7.2857 3.7954 0.0208  -0.12
Cl16 5.7091 6.2004 0.3134  -0.13
Cl17 6.2989 4.5690 2.6242  -0.13

***

Entry 4:
ORCA calculation (ωB97M-V/def2-TZVPD) on a cluster of 2 separate species, C5H15NO in total.

## Properties
Strongest force on any atom ... 0.99 eV/A
Lowest unoccupied orbital energy ... 1.0 eV
Charge ... 0
SMILES string ... CCCNCC.O

Last column: Mulliken charge in e.
Atoms and positions in Å:
C1 -0.4634 1.3966 -1.4798  -0.48
C2 -1.3308 2.4898 -0.8147  -1.06
C3 0.4361 0.6893 -0.5104  -0.78
N1 -0.2846 -0.3152 0.2876  -0.30
C4 0.6082 -1.2637 0.9378  -0.53
C5 1.3964 -0.7341 2.1451  -1.15
H1 0.1350 1.8708 -2.2542  0.35
H2 -1.1128 0.6625 -1.9559  0.24
H3 -1.5128 2.2383 0.2213  0.29
H4 -0.8063 3.4395 -0.8359  0.28
H5 -2.2872 2.5997 -1.3318  0.31
H6 1.2790 0.2591 -1.0465  0.50
H7 0.9795 1.3718 0.1638  0.31
H8 -0.7842 0.2243 0.9873  0.23
H9 1.2497 -1.7646 0.2213  0.49
H10 -0.0165 -2.0821 1.2894  0.38
H11 1.3196 -1.4454 2.9724  0.36
H12 0.9931 0.2179 2.5015  0.30
H13 2.4814 -0.6432 2.0438  0.27
H14 -0.6417 -3.3022 -1.9257  0.30
H15 -1.1445 -2.6357 -0.6500  0.32
O1 -0.4933 -3.2733 -0.9664  -0.64

***

Entry 5:
ORCA calculation (ωB97M-V/def2-TZVPD) on a structure of composition C30H48FN2O6P2TaTe at a distorted geometry.

## Properties
Strongest force on any atom ... 3.48 eV/A
Lowest unoccupied orbital energy ... -6.3 eV
Charge ... +2

Last column: Mulliken charge in e.
Atoms and positions in Å:
Ta1 0.2732 -0.1606 -0.4707  -0.30
C1 -2.1550 5.5224 3.6487  -1.80
C2 -3.2973 4.6312 3.1677  0.56
C3 -4.5163 5.4688 2.7927  -1.02
C4 -5.6548 4.5529 2.3695  -1.07
C5 -5.2086 3.6985 1.2261  1.28
C6 -6.1116 3.2277 0.2957  -0.82
C7 -5.7018 2.4150 -0.7633  0.23
F1 -6.6085 1.9745 -1.6291  -0.33
C8 -4.3884 2.0382 -0.9016  -0.86
C9 -3.4606 2.4941 0.0456  0.47
C10 -2.1099 2.0181 -0.0273  1.69
O1 -1.7388 1.1099 -0.8337  -0.87
C11 -1.2086 2.5226 0.9448  -0.52
C12 -1.6386 3.3614 1.9367  -0.55
N1 -2.9014 3.7820 2.0239  0.24
C13 -3.8441 3.3525 1.1079  -1.00
C14 0.0482 1.7588 0.7829  1.00
O2 0.3118 0.8224 1.5478  -0.61
O3 0.6350 1.8219 -0.3381  -0.54
H1 -2.5581 6.2876 4.3071  0.44
H2 -1.6708 6.0200 2.8115  0.39
H3 -1.4136 4.9796 4.2291  0.49
H4 -3.5836 3.9445 3.9765  0.14
H5 -4.2645 6.1605 1.9879  0.36
H6 -4.8172 6.0556 3.6586  0.41
H7 -6.5433 5.1220 2.0998  0.47
H8 -5.9343 3.9046 3.2064  0.35
H9 -7.1555 3.4906 0.3659  0.57
H10 -4.0562 1.4072 -1.7162  0.57
H11 -0.9506 3.6967 2.6957  0.58
C15 -4.1731 -0.1148 2.7618  -1.00
C16 -3.9016 -0.6929 1.3853  -0.15
O4 -2.4821 -0.6361 1.1280  0.00
P1 -1.7454 -1.7968 0.3105  0.67
O5 -0.2984 -1.6355 0.7510  -0.79
Te1 -1.5267 -1.5168 -2.0500  -0.16
O6 -2.3940 -3.1567 0.6989  -0.41
C17 -2.1411 -3.8286 1.9636  -0.18
C18 -1.0051 -4.8132 1.8064  -1.02
H12 -5.2328 -0.2019 2.9836  0.44
H13 -3.8907 0.9337 2.8033  -0.01
H14 -3.6169 -0.6548 3.5233  0.33
H15 -4.4078 -0.1224 0.6018  0.09
H16 -4.2343 -1.7324 1.3311  0.59
H17 -3.0809 -4.3303 2.1984  0.42
H18 -1.9173 -3.0841 2.7317  0.27
H19 -1.2162 -5.5002 0.9918  0.33
H20 -0.8929 -5.3834 2.7231  0.44
H21 -0.0789 -4.2856 1.5964  0.05
C19 1.8421 -2.2356 -4.0339  -1.44
C20 2.8131 -2.7685 -2.9780  1.91
C21 4.0693 -3.3012 -3.6585  -1.80
C22 2.1027 -3.8993 -2.2342  -1.73
P2 3.2095 -1.3954 -1.7036  0.04
N2 1.7599 -0.8036 -1.2727  1.80
C23 3.9142 -2.0292 -0.0376  2.09
C24 2.8546 -2.7968 0.7531  -1.72
C25 5.1344 -2.9200 -0.2553  -1.90
C26 4.2699 -0.8008 0.7995  -1.72
C27 4.1775 0.0900 -2.4205  2.00
C28 5.6794 -0.1758 -2.4650  -1.84
C29 3.6699 0.3435 -3.8388  -1.83
C30 3.8647 1.3449 -1.6037  -1.80
H22 1.3576 -3.0800 -4.5202  0.50
H23 2.3446 -1.6740 -4.8107  0.32
H24 1.0680 -1.6118 -3.5859  -0.06
H25 3.7869 -4.1280 -4.3071  0.51
H26 4.8024 -3.6734 -2.9500  0.32
H27 4.5414 -2.5494 -4.2834  0.30
H28 1.7027 -4.6048 -2.9592  0.63
H29 1.2682 -3.5121 -1.6470  0.28
H30 2.7861 -4.4555 -1.6013  0.26
H31 2.5473 -3.7146 0.2693  0.28
H32 1.9806 -2.1715 0.9384  0.13
H33 3.2848 -3.0669 1.7167  0.66
H34 4.8500 -3.8784 -0.6815  0.35
H35 5.6054 -3.1180 0.7060  0.53
H36 5.8754 -2.4540 -0.8973  0.33
H37 3.4199 -0.1154 0.8409  0.24
H38 5.1485 -0.2886 0.4213  0.31
H39 4.4970 -1.1157 1.8168  0.60
H40 5.9086 -1.0880 -3.0085  0.35
H41 6.1215 -0.2353 -1.4753  0.29
H42 6.1653 0.6467 -2.9867  0.51
H43 3.9751 -0.4415 -4.5222  0.26
H44 4.1091 1.2691 -4.2071  0.64
H45 2.5879 0.4565 -3.8490  0.33
H46 4.3715 1.3641 -0.6473  0.29
H47 2.7889 1.4444 -1.4459  0.38
H48 4.2043 2.2150 -2.1625  0.52

***

Entry 6:
ORCA calculation (ωB97M-V/def2-TZVPD) on a cluster of 2 separate species, C5H10NP in total at a distorted geometry.

## Properties
Strongest force on any atom ... 3.53 eV/A
Lowest unoccupied orbital energy ... -0.4 eV
Charge ... 0

Last column: Mulliken charge in e.
Atoms and positions in Å:
C1 0.1105 -2.7697 -1.1559  0.40
C2 -0.3639 1.2686 -0.6596  -1.71
C3 -1.2480 -0.6176 0.7353  -1.65
C4 1.2259 -0.4020 0.3317  -1.56
C5 -0.1632 -0.1955 -0.2640  1.26
N1 0.3698 -3.8119 -0.7470  -0.41
P1 -0.4344 -1.2268 -1.8228  -0.11
H1 -0.1830 1.9132 0.1991  0.40
H2 0.3263 1.5485 -1.4524  0.42
H3 -1.3837 1.4422 -1.0044  0.41
H4 -2.2346 -0.5618 0.2736  0.45
H5 -1.2360 0.0452 1.5990  0.39
H6 -1.0825 -1.6379 1.0778  0.44
H7 1.9956 -0.0984 -0.3737  0.41
H8 1.3319 0.1959 1.2349  0.41
H9 1.3919 -1.4471 0.5881  0.41
H10 1.3063 -0.8789 -2.6687  0.04

***

- strongest force on any atom of number 5 (C30H48FN2O6P2TaTe)?
  3.48 eV/A

***

Repeat the first record exactly.
ORCA calculation (ωB97M-V/def2-TZVPD) on a structure of composition C7H10ClEuNO4 at a distorted geometry.

## Properties
Strongest force on any atom ... 4.43 eV/A
Lowest unoccupied orbital energy (spin up / spin down) ... 5.6 / 5.5 eV
2S+1 ... 8
Charge ... -2

Last column: Mulliken charge in e.
Atoms and positions in Å:
C1 1.9190 0.3390 -1.6787  -0.35
C2 0.7484 0.5240 -2.4837  -0.53
C3 0.0502 -0.7244 -2.5530  -0.49
C4 0.7972 -1.6933 -1.8052  -0.60
C5 1.9604 -1.0337 -1.2651  -0.34
Eu1 -0.0721 -0.0140 0.2227  0.40
N1 1.4097 0.8449 1.4216  -0.64
C6 -0.8732 2.4624 0.9297  -0.50
C7 -1.2744 2.3886 -0.3666  -0.58
H1 -0.8761 -0.9093 -3.1135  0.31
H2 0.4505 1.4634 -2.9680  0.50
H3 0.5259 -2.7474 -1.6488  0.39
H4 2.7132 -1.4822 -0.5973  0.23
H5 2.6475 1.1193 -1.4136  0.18
H6 -0.6997 2.8562 -1.1759  0.19
H7 0.0156 3.0282 1.2399  0.24
H8 1.6073 0.6349 2.3996  -0.07
H9 -2.1892 1.8595 -0.6772  0.23
H10 -1.3943 1.9174 1.7432  0.25
O1 -1.1941 -3.5866 2.6377  -0.64
Cl1 -1.5075 -2.1962 2.8117  1.62
O2 -2.9230 -1.9749 2.9559  -0.64
O3 -0.7513 -1.5916 3.8766  -0.62
O4 -1.0899 -1.4843 1.5081  -0.54